one) The following is a DFT calculation (ωB97M-V with the def2-TZVPD basis set) of 2 unconnected molecules or ions with the total composition C5H10O.

ORCA input file:
```
! RIJCOSX wB97M-V def2-TZVPD def2/J DEFGRID3
* xyz 0 1
C 1.3410 0.1386 1.0102
C 0.8382 0.0809 -1.4095
C 0.6082 -0.4112 -0.1913
C -0.3999 -1.5228 0.0316
C -1.7374 1.4804 0.0747
O -2.6265 1.0134 -0.5911
H 1.5295 -0.6373 1.7610
H 0.7575 0.9274 1.5075
H 2.3001 0.5755 0.7151
H 0.3182 -0.2972 -2.2860
H 1.5629 0.8745 -1.5785
H -0.1028 -2.4275 -0.5139
H -0.4815 -1.7868 1.0926
H -1.4005 -1.2413 -0.3226
H -1.1388 2.3500 -0.2545
H -1.4685 1.0702 1.0679
*
```

Properties
* gap between HOMO and LUMO: 10.252 eV
* SMILES: C=C(C)C.C=O
* E_HOMO: -9.4 eV

two) The following is a DFT calculation (ωB97M-V with the def2-TZVPD basis set) of a single C5H10O molecule.

ORCA input file:
```
! RIJCOSX wB97M-V def2-TZVPD def2/J DEFGRID3
* xyz 0 1
C -1.7915 0.3354 -1.0875
C -0.2756 0.1554 -1.0680
C 0.3609 0.1975 0.3082
O 0.1613 1.4816 0.8486
C 0.4423 -0.9454 1.2911
C 1.6668 -0.5074 0.5198
H -2.1522 0.4264 -2.1189
H -2.0811 1.2425 -0.5487
H -2.3008 -0.5174 -0.6267
H 0.1876 0.9798 -1.6269
H 0.0058 -0.7701 -1.5842
H 0.8707 1.6693 1.4710
H 0.4101 -0.6424 2.3369
H 0.0216 -1.9312 1.1120
H 2.4739 -0.0149 1.0576
H 2.0002 -1.1589 -0.2843
*
```

Properties
* gap between HOMO and LUMO: 10.414 eV
* SMILES: CCC1(O)CC1
* E_HOMO: -9.4 eV

Decreasing stability: two), one)